*P*
Density functional theory data (ωB97M-V/def2-TZVPD) for a molecular structure, C3H7OPS.

Computed properties:
LUMO in eV: -0.5
HOMO-LUMO gap in eV: 8.75
Charge: 0
HOMO energy in eV: -9.220

XYZ file:
```
13
Properties=species:S:1:pos:R:3:lowdin_charge:R:1
C -1.341 0.097 0.459 -0.065
C -0.192 0.738 0.257 -0.344
C 0.449 1.183 -1.048 -0.064
O 1.906 -1.199 -0.248 -0.422
P 0.647 -1.430 0.467 0.225
S 0.525 -1.985 2.375 0.168
H -1.779 -0.016 1.455 0.078
H -2.059 -0.313 -0.360 0.127
H 0.332 0.928 1.080 0.052
H 1.353 1.747 -0.793 0.094
H -0.270 1.861 -1.559 0.099
H 0.639 0.278 -1.519 0.029
H -0.210 -1.888 -0.565 0.022
```

=====

*Q*
Density functional theory data (ωB97M-V/def2-TZVPD) for a single C3H7OPS molecule.

Computed properties:
LUMO in eV: 0.1
HOMO-LUMO gap in eV: 9.34
SMILES: C=C[P@](C)(O)=S
Charge: 0
HOMO energy in eV: -9.195

XYZ file:
```
13
Properties=species:S:1:pos:R:3:lowdin_charge:R:1
C -2.292 -0.205 0.572 -0.060
C -1.319 0.094 -0.298 -0.292
P 0.479 -0.282 0.087 0.363
C 1.572 1.109 0.078 -0.293
O 1.208 -1.149 -1.629 -0.387
S 0.815 -1.461 1.559 0.232
H -3.343 0.061 0.422 0.066
H -2.094 -0.668 1.528 0.032
H -1.731 0.576 -1.220 0.084
H 1.719 1.363 1.192 0.070
H 2.546 0.747 -0.369 0.069
H 1.079 1.949 -0.538 0.077
H 1.362 -2.135 -1.387 0.038
```

=====

Short version: *Q* is the most stable of them.

=====

*P*
Density functional theory data (ωB97M-V/def2-TZVPD) for 3 unconnected molecules or ions with the total composition C2H8IN4O2.

Computed properties:
LUMO in eV: 3.5
HOMO-LUMO gap in eV: 8.24
Charge: -1
HOMO energy in eV: -4.775

XYZ file:
```
17
Properties=species:S:1:pos:R:3:lowdin_charge:R:1
I 15.690 27.337 -18.994 -0.346
C 13.089 29.555 -21.727 -0.695
O 12.202 30.153 -22.359 -0.041
N 13.072 29.360 -20.389 0.127
N 14.188 29.046 -22.359 0.142
H 12.359 29.747 -19.804 0.093
H 13.640 28.625 -19.974 -0.112
H 14.879 28.575 -21.791 0.025
H 14.220 29.091 -23.355 0.089
C 18.541 27.579 -15.402 -0.695
O 19.258 27.999 -14.491 -0.023
N 18.751 26.398 -16.050 0.142
N 17.467 28.271 -15.875 0.136
H 19.518 25.819 -15.758 0.091
H 18.291 26.089 -16.888 0.067
H 17.297 29.157 -15.437 0.096
H 16.866 27.905 -16.597 -0.095
```

=====

*Q*
Density functional theory data (ωB97M-V/def2-TZVPD) for a molecular structure, C2H8IN4O2.

Computed properties:
LUMO in eV: 3.3
HOMO-LUMO gap in eV: 8.22
Charge: -1
HOMO energy in eV: -4.899

XYZ file:
```
17
Properties=species:S:1:pos:R:3:lowdin_charge:R:1
I 0.738 -0.780 0.477 0.743
C 0.430 -0.681 -3.054 -0.875
O 0.240 -0.457 -4.230 -0.008
N 1.325 -1.483 -2.615 0.124
N -0.224 -0.145 -2.084 0.038
H 1.404 -1.464 -1.609 -0.098
H 1.943 -1.822 -3.339 0.118
H -1.130 0.269 -2.252 0.114
H -0.078 -0.635 -1.213 -0.265
C -0.992 1.072 2.780 -0.871
O -1.705 1.645 3.559 0.004
N -0.802 1.493 1.575 0.081
N -0.033 0.270 3.137 0.069
H -0.201 0.787 1.172 -0.212
H -1.650 1.808 1.127 0.112
H 0.158 0.258 4.128 0.110
H 0.578 -0.134 2.441 -0.184
```

=====

Short version: *P* is the most stable of them.

=====

*P*
Density functional theory data (ωB97M-V/def2-TZVPD) for a molecular structure, C3H3Br2N.

Computed properties:
LUMO in eV: 0.6
HOMO-LUMO gap in eV: 10.90
Charge: 0
HOMO energy in eV: -10.264

XYZ file:
```
9
Properties=species:S:1:pos:R:3:lowdin_charge:R:1
C 1.044 0.186 0.018 -0.849
C 0.026 -0.685 -0.558 -0.138
C -0.825 0.194 0.495 -0.714
N 0.401 0.987 0.824 0.052
Br 2.924 0.246 -0.234 0.713
Br -2.202 1.311 -0.270 0.668
H -0.327 -0.400 -1.575 0.117
H 0.121 -1.658 -0.045 0.125
H -1.163 -0.182 1.345 0.026
```

=====

*Q*
Density functional theory data (ωB97M-V/def2-TZVPD) for a molecular structure, C3H3Br2N.

Computed properties:
LUMO (spin up / spin down) in eV: -1.8 / -1.8
HOMO-LUMO gap (spin up / spin down) in eV: 8.03 / 8.03
Charge: 0
HOMO energy (spin up / spin down) in eV: -9.777 / -9.777

XYZ file:
```
9
Properties=species:S:1:pos:R:3:lowdin_charge:R:1
C 0.556 1.247 3.891 -0.205
C -0.132 0.171 0.088 -0.206
C -0.010 1.615 0.590 -1.194
N 0.408 1.348 2.712 -0.146
Br -1.765 2.322 0.828 0.706
Br 1.120 2.917 -0.035 0.793
H 0.019 0.114 -1.011 0.100
H -0.956 -0.397 0.550 0.087
H 0.775 -0.347 0.301 0.065
```

=====

Short version: *P* is the most stable of them.

=====

*P*
Density functional theory data (ωB97M-V/def2-TZVPD) for a single C2Cl4OS molecule.

Computed properties:
LUMO in eV: -0.6
HOMO-LUMO gap in eV: 9.48
SMILES: O=C(SCl)C(Cl)(Cl)Cl
Charge: 0
HOMO energy in eV: -10.068

XYZ file:
```
8
Properties=species:S:1:pos:R:3:lowdin_charge:R:1
O -1.050 1.566 0.539 -0.056
C -0.456 0.674 0.023 -0.922
S -0.866 -0.103 -1.501 0.505
Cl -2.770 0.477 -1.484 0.221
C 0.740 -0.023 1.069 -1.609
Cl -0.118 -0.226 2.534 0.685
Cl 1.173 -1.577 0.338 0.563
Cl 2.025 1.201 1.013 0.613
```

=====

*Q*
Density functional theory data (ωB97M-V/def2-TZVPD) for a single C2Cl4OS molecule.

Computed properties:
LUMO in eV: -0.5
HOMO-LUMO gap in eV: 9.29
Charge: 0
HOMO energy in eV: -9.814

XYZ file:
```
8
Properties=species:S:1:pos:R:3:lowdin_charge:R:1
O 1.950 0.272 0.992 -0.524
Cl 0.770 -2.365 -0.387 0.642
Cl -2.266 -1.632 -0.544 0.624
Cl -1.777 1.093 0.331 0.584
Cl 0.953 2.858 0.284 0.207
C -0.585 -1.226 -0.384 -1.133
C -0.375 0.158 -0.134 -0.941
S 1.330 0.841 -0.159 0.541
```

=====

Short version: *P* is the most stable of them.